(1)
Density functional theory data (the ωB97M-V functional and the def2-TZVPD basis) for a cluster of 8 separate species, C38H44ClN8O2P in total.

Geometry (Å):
N (-0.9897, -0.1848, -5.3691)
C (-2.3205, -0.0910, -5.9857)
C (-3.2044, 0.7988, -5.1225)
O (-4.3395, 1.1924, -5.8771)
C (-5.4841, 1.4423, -5.1127)
P (-6.4845, -0.0284, -4.5535)
O (-5.3409, -1.2146, -4.6274)
Cl (-7.3715, -0.4626, -6.3527)
H (-0.5374, -1.0302, -5.6934)
H (-0.4007, 0.5619, -5.7153)
H (-2.3018, 0.3571, -6.9865)
H (-2.7664, -1.0838, -6.0810)
H (-3.4973, 0.2706, -4.2129)
H (-2.6263, 1.6800, -4.8163)
H (-6.1673, 2.0355, -5.7284)
H (-5.2663, 2.0359, -4.2133)
H (-4.9800, -1.2957, -3.7405)
C (2.4062, 3.1978, -2.5171)
C (2.0856, 3.6698, -3.7800)
C (1.6760, 2.7594, -4.7437)
N (1.5823, 1.4491, -4.5262)
C (1.9111, 1.0080, -3.3145)
C (2.3193, 1.8349, -2.2813)
H (2.7133, 3.8745, -1.7326)
H (2.1377, 4.7251, -4.0116)
H (1.3965, 3.0962, -5.7372)
H (1.8178, -0.0623, -3.1632)
H (2.5458, 1.4215, -1.3081)
C (-2.5043, 0.9762, 0.0994)
C (-2.0626, 1.2524, -1.1849)
C (-0.9555, 2.0725, -1.3419)
N (-0.2880, 2.6130, -0.3238)
C (-0.7221, 2.3382, 0.9059)
C (-1.8200, 1.5303, 1.1689)
H (-3.3639, 0.3383, 0.2641)
H (-2.5596, 0.8400, -2.0531)
H (-0.5762, 2.3027, -2.3327)
H (-0.1623, 2.7795, 1.7234)
H (-2.1224, 1.3420, 2.1906)
C (7.5184, 5.1749, -2.5995)
C (6.7383, 6.2418, -2.1848)
C (5.5418, 5.9714, -1.5379)
N (5.0976, 4.7408, -1.2941)
C (5.8574, 3.7262, -1.6994)
C (7.0702, 3.8878, -2.3515)
H (8.4590, 5.3435, -3.1078)
H (7.0475, 7.2634, -2.3576)
H (4.9043, 6.7796, -1.1961)
H (5.4691, 2.7343, -1.4942)
H (7.6449, 3.0248, -2.6578)
C (-1.9765, 1.6190, 6.5290)
C (-0.7604, 1.0256, 6.2396)
C (-0.0475, 1.4743, 5.1365)
N (-0.4831, 2.4407, 4.3296)
C (-1.6602, 2.9973, 4.6148)
C (-2.4393, 2.6302, 5.6997)
H (-2.5593, 1.2969, 7.3826)
H (-0.3671, 0.2234, 6.8484)
H (0.9016, 1.0283, 4.8759)
H (-1.9923, 3.7752, 3.9344)
H (-3.3856, 3.1198, 5.8851)
C (-4.0112, -4.1338, -3.7456)
C (-2.9475, -3.3564, -3.3138)
C (-2.0225, -3.9234, -2.4495)
N (-2.0979, -5.1772, -2.0112)
C (-3.1221, -5.9129, -2.4381)
C (-4.1000, -5.4432, -3.3026)
H (-4.7490, -3.7261, -4.4254)
H (-2.8245, -2.3327, -3.6474)
H (-1.1747, -3.3477, -2.0938)
H (-3.1578, -6.9308, -2.0657)
H (-4.9095, -6.0875, -3.6165)
C (1.2546, -3.2176, 1.8021)
C (1.8533, -3.4077, 3.0371)
C (1.6772, -2.4434, 4.0201)
N (0.9554, -1.3366, 3.8320)
C (0.3883, -1.1665, 2.6396)
C (0.5053, -2.0704, 1.5956)
H (1.3702, -3.9498, 1.0130)
H (2.4470, -4.2887, 3.2404)
H (2.1237, -2.5643, 4.9999)
H (-0.1850, -0.2531, 2.5164)
H (0.0212, -1.8761, 0.6479)
C (2.3054, -5.0740, 9.5079)
C (1.7731, -3.8007, 9.3889)
C (1.7312, -3.2192, 8.1311)
N (2.1765, -3.8151, 7.0278)
C (2.6851, -5.0382, 7.1583)
C (2.7716, -5.7091, 8.3684)
H (2.3559, -5.5632, 10.4720)
H (1.3976, -3.2668, 10.2508)
H (1.3200, -2.2243, 7.9956)
H (3.0405, -5.5021, 6.2444)
H (3.1939, -6.7033, 8.4133)

## Properties
LUMO = 0.4 eV
DFT total energy = -77945.96333 eV
Kohn-Sham gap = 9.38 eV
charge = 0
HOMO energy = -8.95 eV

---

(2)
Density functional theory data (the ωB97M-V functional and the def2-TZVPD basis) for a structure of composition C38H44CrN8O8S3.

Geometry (Å):
Cr (-1.2297, 0.3132, -0.6592)
C (-0.6396, 0.4851, 2.9758)
C (-0.8980, 1.7023, 2.1685)
N (-0.9104, 1.7800, 0.8670)
C (-1.2663, 3.0439, 0.4316)
C (-1.4866, 3.9461, 1.4132)
S (-1.2688, 3.1943, 2.9321)
C (-1.3687, 3.2371, -1.0104)
C (-1.5256, 4.3866, -1.7063)
S (-1.4493, 4.0556, -3.3830)
C (-1.2030, 2.3874, -3.0678)
N (-1.2158, 2.1079, -1.7933)
C (-0.9069, 1.4352, -4.1720)
H (0.0936, -0.1362, 2.4664)
H (-1.5755, -0.0682, 3.0700)
H (-0.2809, 0.7531, 3.9694)
H (-1.7732, 4.9795, 1.3212)
H (-1.6603, 5.3862, -1.3307)
H (-1.5781, 1.5944, -5.0156)
H (-0.9990, 0.4178, -3.8050)
H (0.1204, 1.5874, -4.5100)
C (1.6385, -3.0962, 0.3745)
N (2.6647, -2.7718, 1.3424)
C (3.6464, -3.7914, 1.6493)
C (4.1688, -3.6024, 3.0585)
C (4.7078, -2.1933, 3.1893)
N (3.7170, -1.2288, 2.7536)
C (3.8813, 0.1265, 3.2276)
C (2.7072, -1.5059, 1.8652)
O (1.8763, -0.6605, 1.5459)
H (1.0543, -3.9564, 0.7173)
H (2.0843, -3.3443, -0.5948)
H (0.9839, -2.2370, 0.2498)
H (4.4768, -3.7592, 0.9300)
H (3.1643, -4.7655, 1.5443)
H (4.9526, -4.3288, 3.2757)
H (3.3525, -3.7482, 3.7678)
H (5.6328, -2.0807, 2.6068)
H (4.9549, -1.9757, 4.2315)
H (3.7239, 0.1827, 4.3091)
H (3.1601, 0.7637, 2.7259)
H (4.8917, 0.4849, 3.0080)
O (-3.1689, 0.9105, -0.1859)
O (-3.5798, 0.7696, 1.0485)
C (6.5153, 1.2838, -8.2565)
C (5.5850, 1.0572, -7.0901)
O (4.4131, 0.8328, -7.2084)
S (6.4242, 1.1726, -5.5129)
C (5.0705, 0.9236, -4.4015)
C (4.5902, -0.3573, -4.1567)
C (3.5080, -0.5427, -3.3158)
C (2.8833, 0.5484, -2.7031)
C (3.3976, 1.8288, -2.9336)
C (4.4775, 2.0155, -3.7786)
C (1.7150, 0.3707, -1.8974)
C (0.6894, 0.2277, -1.2592)
H (6.3703, 0.4850, -8.9823)
H (7.5587, 1.3264, -7.9501)
H (6.2416, 2.2266, -8.7311)
H (5.0637, -1.2058, -4.6332)
H (3.1287, -1.5385, -3.1263)
H (2.9331, 2.6748, -2.4438)
H (4.8633, 3.0101, -3.9618)
O (-3.3271, -2.1626, 0.0252)
C (-2.3602, -1.9878, 0.7505)
O (-1.3488, -1.2066, 0.5521)
C (-2.2010, -2.8271, 1.9985)
C (-3.3086, -3.4569, 2.5518)
C (-3.1831, -4.2226, 3.7033)
C (-1.9436, -4.3830, 4.3020)
C (-0.8513, -3.7604, 3.7224)
C (-0.9538, -2.9776, 2.5886)
N (0.4751, -3.9331, 4.3423)
O (1.4315, -3.4317, 3.7816)
O (0.5415, -4.5636, 5.3786)
H (-4.2645, -3.3280, 2.0618)
H (-4.0520, -4.6995, 4.1365)
H (-1.8120, -4.9746, 5.1955)
H (-0.0853, -2.4906, 2.1687)
C (-5.3671, -0.6820, -4.2806)
C (-5.2035, 0.1125, -3.0055)
N (-3.8025, 0.1060, -2.6065)
C (-2.9907, -0.9782, -2.7752)
N (-1.8094, -0.9594, -2.2083)
C (-0.9507, -2.1432, -2.3266)
C (-1.1859, -2.8962, -3.6188)
C (-2.6597, -3.2128, -3.7005)
N (-3.4168, -1.9740, -3.6076)
C (-4.8113, -2.0643, -4.0178)
H (-4.7994, -0.2098, -5.0863)
H (-6.4138, -0.7352, -4.5787)
H (-5.8299, -0.3184, -2.2163)
H (-5.5070, 1.1511, -3.1391)
H (-3.6632, 0.5582, -1.7011)
H (-1.1362, -2.8055, -1.4752)
H (0.0808, -1.8087, -2.2582)
H (-0.5952, -3.8129, -3.6349)
H (-0.8908, -2.2848, -4.4762)
H (-2.9423, -3.8885, -2.8840)
H (-2.9260, -3.6938, -4.6431)
H (-5.4049, -2.5644, -3.2416)
H (-4.8480, -2.6864, -4.9128)

## Properties
LUMO (alpha / beta) = -0.2 / -0.2 eV
multiplicity = 5
DFT total energy = -129345.76386 eV
energy above the lowest of the compared OMol25 structures with the same formula, charge and spin = 0.0 kJ/mol
Kohn-Sham gap (alpha / beta) = 7.60 / 7.40 eV
charge = 0
HOMO energy (alpha / beta) = -7.75 / -7.56 eV

---

(3)
Density functional theory data (the ωB97M-V functional and the def2-TZVPD basis) for a structure of composition C38H44GaNO7 in a non-equilibrium geometry.

Geometry (Å):
C (-0.2520, -0.3951, -5.6147)
C (-0.8208, -1.4240, -4.5913)
C (-0.4458, 1.0213, -5.0184)
C (-1.6466, 0.8720, -4.0808)
H (-0.6267, 1.7641, -5.8068)
H (0.4556, 1.2988, -4.4405)
C (-1.5023, -0.5621, -3.5388)
H (0.0106, -2.0024, -4.1797)
H (-1.5533, -2.1098, -5.0391)
C (-0.5983, -0.3186, -2.3299)
H (-2.4639, -0.9679, -3.2028)
H (-2.5661, 1.0153, -4.6658)
C (-1.5733, 1.7602, -2.8214)
C (1.1822, -0.5812, -6.0470)
C (-0.9739, -0.5028, -6.9545)
O (-1.7199, 0.3792, -7.3424)
O (1.9280, -1.4556, -5.6406)
O (1.5135, 0.3057, -7.0019)
O (-0.6640, -1.5519, -7.7528)
C (-0.1991, -2.8578, -7.3073)
H (-0.4575, -3.1024, -6.2672)
H (0.8865, -2.9224, -7.4460)
H (-0.6973, -3.5573, -7.9845)
C (2.8053, 0.0682, -7.5550)
H (3.5853, 0.2370, -6.8072)
H (2.8978, 0.7751, -8.3723)
H (2.8776, -0.9583, -7.9259)
O (-0.8902, 1.0102, -1.8564)
H (0.4803, -0.3981, -2.5836)
H (-0.7886, -1.0543, -1.5347)
C (-3.0107, 2.0673, -2.3688)
C (-0.8714, 3.1177, -2.9986)
H (-1.1202, 3.5204, -3.9931)
H (0.2201, 3.0693, -2.8805)
H (-1.2644, 3.7973, -2.2293)
H (-2.9985, 2.5090, -1.3610)
H (-3.6365, 1.1610, -2.3620)
H (-3.4299, 2.8087, -3.0710)
Ga (0.5734, 1.1832, 1.1526)
C (-2.2118, -1.8697, 1.8896)
C (-2.5884, -1.7145, 0.5293)
C (-1.8487, -2.6599, -0.2420)
H (-3.3106, -0.9991, 0.1406)
C (-0.9882, -3.3742, 0.6505)
C (-1.2282, -2.8938, 1.9684)
H (-0.7588, -3.2631, 2.8752)
H (-2.6339, -1.3249, 2.7265)
H (-1.9194, -2.8089, -1.3211)
H (-0.2854, -4.1545, 0.3632)
C (2.6447, 1.0437, 0.9236)
C (2.2533, -0.1431, 1.7237)
C (2.1327, -1.2465, 0.8149)
H (2.4752, -0.2156, 2.7868)
C (2.4664, -0.8005, -0.4790)
C (2.7768, 0.5715, -0.4447)
H (3.1444, 1.1825, -1.2696)
H (3.0875, 1.9385, 1.3773)
H (1.8709, -2.2632, 1.1044)
H (2.5729, -1.4536, -1.3507)
C (3.9815, 1.1507, 5.6228)
C (2.9813, 0.0659, 5.3249)
C (3.4539, -1.1948, 4.9631)
C (2.5719, -2.2396, 4.6759)
C (1.2071, -2.0058, 4.7127)
C (0.7075, -0.7274, 5.0470)
N (-0.6664, -0.5471, 4.9403)
C (-1.5045, 0.5364, 5.3179)
C (-2.2817, 0.4852, 6.4820)
C (-3.1678, 1.5144, 6.7841)
C (-3.3297, 2.5869, 5.9009)
C (-2.6007, 2.6322, 4.7087)
C (-1.7223, 1.5965, 4.4214)
C (-1.0634, 1.4521, 3.1040)
O (0.1077, 2.0323, 2.9314)
O (-1.5735, 0.7706, 2.1737)
C (1.6022, 0.3043, 5.4344)
C (1.1155, 1.6300, 5.9009)
H (3.8418, 2.0377, 4.9894)
H (3.9300, 1.4754, 6.6699)
H (4.9941, 0.7750, 5.4460)
H (4.5338, -1.3539, 4.9338)
H (2.9610, -3.2300, 4.4399)
H (0.4985, -2.8112, 4.5055)
H (-1.1773, -1.3702, 4.6258)
H (-2.1843, -0.3831, 7.1322)
H (-3.7534, 1.4726, 7.7023)
H (-4.0421, 3.3854, 6.1224)
H (-2.7157, 3.4309, 3.9714)
H (0.8001, 2.2485, 5.0498)
H (0.2800, 1.5445, 6.6047)
H (1.9188, 2.1658, 6.4144)

## Properties
LUMO = 3.8 eV
DFT total energy = -108316.00441 eV
Kohn-Sham gap = 2.88 eV
charge = -2
HOMO energy = 0.88 eV